Entry 1:
Formula: C65H172N12O22
Source: the Open Molecules 2025 dataset
Level of theory: ωB97M-V/def2-TZVPD

Geometry (Å):
C (-17.1506, 11.9426, -27.7373)
O (-16.2393, 12.9833, -27.3902)
C (-15.7260, 13.8019, -28.4161)
C (-15.5357, 15.2352, -27.8524)
N (-14.3460, 15.4294, -27.0632)
C (-14.2470, 16.8032, -26.5740)
C (-13.8885, 17.9160, -27.5191)
O (-14.9316, 18.3733, -28.3458)
C (-14.5224, 19.1907, -29.4307)
H (-16.8054, 11.2321, -28.4884)
H (-18.0317, 12.3485, -28.2343)
H (-17.3075, 11.4025, -26.8036)
H (-16.5229, 13.8928, -29.1542)
H (-14.7834, 13.4374, -28.8246)
H (-16.4562, 15.6776, -27.4715)
H (-15.4596, 15.8668, -28.7375)
H (-14.3912, 14.6863, -26.3806)
H (-13.5686, 16.8633, -25.7230)
H (-15.2093, 17.0512, -26.1263)
H (-13.0247, 17.6214, -28.1151)
H (-13.5124, 18.7369, -26.9086)
H (-14.0914, 18.5386, -30.1904)
H (-13.7503, 19.8872, -29.1037)
H (-15.3617, 19.7408, -29.8562)
C (-9.2910, 10.9193, -25.4606)
O (-9.8516, 12.1447, -25.0158)
C (-10.5702, 12.9306, -25.9529)
C (-10.9669, 14.3135, -25.2902)
N (-9.8943, 15.2821, -25.4452)
C (-10.1604, 16.6143, -24.7587)
C (-10.9158, 16.5979, -23.3868)
O (-12.3086, 16.6160, -23.5519)
C (-12.9778, 16.5297, -22.2920)
H (-8.5769, 10.5152, -24.7431)
H (-8.7459, 11.1511, -26.3756)
H (-10.0452, 10.1522, -25.6364)
H (-11.4733, 12.3945, -26.2448)
H (-10.0236, 13.1403, -26.8723)
H (-11.1695, 14.2425, -24.2216)
H (-11.8360, 14.7664, -25.7674)
H (-9.1062, 14.9090, -24.9354)
H (-10.7986, 17.2432, -25.3794)
H (-9.2423, 17.1700, -24.5680)
H (-10.7334, 17.4770, -22.7686)
H (-10.5802, 15.6966, -22.8739)
H (-12.6403, 17.2867, -21.5840)
H (-12.8442, 15.5350, -21.8668)
H (-14.0487, 16.7164, -22.3728)
C (-16.3256, 14.0134, -34.8987)
O (-16.4177, 15.0111, -35.9327)
C (-16.5410, 16.3657, -35.4769)
C (-16.4288, 17.4517, -36.5630)
N (-15.0697, 17.6518, -37.0482)
C (-14.4760, 16.4960, -37.7273)
C (-13.2386, 17.0600, -38.4187)
O (-13.5927, 18.0328, -39.4146)
C (-12.5200, 18.4674, -40.2716)
H (-15.3290, 13.8561, -34.4862)
H (-16.6498, 13.0986, -35.3948)
H (-17.0106, 14.0982, -34.0552)
H (-15.8346, 16.5458, -34.6666)
H (-17.4811, 16.4258, -34.9285)
H (-16.8614, 18.3936, -36.2256)
H (-17.0744, 17.1816, -37.3987)
H (-14.9364, 18.4272, -37.6815)
H (-15.1582, 16.1185, -38.4890)
H (-14.1568, 15.8295, -36.9261)
H (-12.7107, 16.2372, -38.9007)
H (-12.5697, 17.4785, -37.6666)
H (-12.0016, 17.5940, -40.6672)
H (-11.7811, 19.0386, -39.7096)
H (-12.7355, 19.0743, -41.1509)
C (-19.6350, 12.5162, -33.4988)
O (-19.6279, 13.5622, -32.5567)
C (-20.4483, 13.3280, -31.4480)
C (-20.0342, 14.4157, -30.4714)
N (-20.9758, 14.4958, -29.3015)
C (-22.2413, 15.1797, -29.6825)
C (-23.2688, 15.1216, -28.5658)
O (-23.7789, 13.7925, -28.3072)
C (-24.5090, 13.5722, -27.1131)
H (-19.1313, 12.8044, -34.4215)
H (-20.5803, 12.0288, -33.7375)
H (-18.9758, 11.6827, -33.2562)
H (-20.3225, 12.3333, -31.0203)
H (-21.4768, 13.2650, -31.8033)
H (-19.8199, 15.2915, -31.0840)
H (-19.0476, 14.1170, -30.1173)
H (-21.2391, 13.5462, -29.0796)
H (-22.7296, 14.7123, -30.5377)
H (-22.0719, 16.2048, -30.0118)
H (-24.1451, 15.7650, -28.6447)
H (-22.7784, 15.3682, -27.6240)
H (-24.0794, 14.0664, -26.2417)
H (-24.5428, 12.5039, -26.8996)
H (-25.5183, 13.9750, -27.1976)
C (-17.1445, 21.5108, -32.5763)
O (-15.8224, 21.3973, -33.0694)
C (-15.5298, 20.1584, -33.6539)
C (-13.9932, 20.0544, -33.9520)
N (-13.5848, 18.7855, -34.4280)
C (-12.2713, 18.7244, -35.0731)
C (-10.9746, 18.9198, -34.1995)
O (-9.8160, 18.6350, -34.9960)
C (-8.5405, 18.4836, -34.3155)
H (-17.3169, 20.8624, -31.7173)
H (-17.8977, 21.4109, -33.3579)
H (-17.2995, 22.5456, -32.2706)
H (-16.1211, 20.0101, -34.5575)
H (-15.8818, 19.4361, -32.9174)
H (-13.5481, 20.1831, -32.9653)
H (-13.7408, 20.8840, -34.6124)
H (-14.2053, 18.2198, -34.9894)
H (-12.1941, 19.4010, -35.9242)
H (-12.1770, 17.7114, -35.4641)
H (-11.0287, 18.3188, -33.2917)
H (-10.8358, 19.9188, -33.7862)
H (-8.1793, 19.4088, -33.8665)
H (-7.7059, 18.0742, -34.8847)
H (-8.7009, 17.7451, -33.5301)
C (-13.7865, 11.7356, -36.8020)
O (-13.0520, 11.1081, -35.8014)
C (-13.1706, 11.8014, -34.5485)
C (-12.0958, 11.3326, -33.5483)
N (-10.7373, 11.3689, -34.1673)
C (-9.7395, 10.9879, -33.1578)
C (-8.3031, 10.9213, -33.7069)
O (-7.4640, 10.7030, -32.5678)
C (-6.0515, 10.6685, -32.9207)
H (-13.4301, 12.7632, -36.8740)
H (-14.8547, 11.6997, -36.5881)
H (-13.6738, 11.3196, -37.8032)
H (-14.1492, 11.5701, -34.1278)
H (-13.1118, 12.8687, -34.7619)
H (-12.2382, 10.3379, -33.1260)
H (-12.0942, 12.0360, -32.7157)
H (-10.5396, 12.2516, -34.6166)
H (-9.9991, 10.0252, -32.7176)
H (-9.8231, 11.6962, -32.3335)
H (-7.9177, 11.8191, -34.1900)
H (-8.1721, 10.1644, -34.4802)
H (-5.4237, 10.5850, -32.0336)
H (-5.7145, 11.5841, -33.4066)
H (-5.8395, 9.8452, -33.6029)
C (-9.4934, 10.1889, -29.5278)
O (-10.8100, 10.2784, -30.0081)
C (-11.7026, 10.8091, -29.0358)
C (-13.1192, 10.8782, -29.5732)
N (-13.6490, 9.5844, -30.0408)
C (-14.1210, 8.7703, -28.9144)
C (-14.5669, 7.3766, -29.3358)
O (-13.3534, 6.6646, -29.5740)
C (-13.5282, 5.3382, -30.1390)
H (-9.4595, 9.6231, -28.5967)
H (-9.0700, 11.1814, -29.3738)
H (-8.8515, 9.7803, -30.3081)
H (-11.3931, 11.8087, -28.7308)
H (-11.6390, 10.0744, -28.2330)
H (-13.0465, 11.4817, -30.4780)
H (-13.7951, 11.3667, -28.8714)
H (-12.8151, 9.0780, -30.3021)
H (-14.9981, 9.2814, -28.5175)
H (-13.4178, 8.6654, -28.0882)
H (-15.1801, 7.4836, -30.2305)
H (-15.0781, 6.7901, -28.5723)
H (-13.9950, 5.3452, -31.1240)
H (-14.0704, 4.6606, -29.4795)
H (-12.4984, 5.0047, -30.2665)
C (-8.6325, 16.9465, -28.4600)
O (-9.9621, 16.5230, -28.1588)
H (-8.1585, 17.2536, -27.5278)
H (-8.0914, 16.1384, -28.9521)
H (-8.6276, 17.8285, -29.1005)
H (-9.9854, 16.0406, -27.3291)
C (-10.8101, 14.6985, -36.1140)
O (-9.9818, 13.5324, -36.0019)
H (-10.3056, 15.6053, -36.4475)
H (-11.6965, 14.3867, -36.6665)
H (-11.2094, 14.8638, -35.1133)
H (-9.7701, 13.1853, -36.8716)
C (-8.1320, 14.8183, -33.2989)
O (-8.0520, 15.3023, -34.6205)
H (-9.0848, 15.0294, -32.8134)
H (-7.7346, 13.8214, -33.1078)
H (-7.5154, 15.5100, -32.7250)
H (-8.4082, 14.6238, -35.1987)
C (-11.0468, 14.1298, -31.0485)
C (-12.1017, 15.0824, -30.4248)
C (-13.5391, 14.7199, -30.8773)
O (-13.7124, 14.6925, -32.3368)
C (-13.4189, 15.8989, -33.0768)
N (-11.9388, 14.8016, -29.0074)
H (-11.1022, 14.1261, -32.1371)
H (-11.3441, 13.1072, -30.8162)
H (-10.0142, 14.3221, -30.7571)
H (-11.9293, 16.1408, -30.6204)
H (-14.2929, 15.3790, -30.4468)
H (-13.8585, 13.6877, -30.7337)
H (-14.0582, 16.6385, -32.5949)
H (-13.6079, 15.8902, -34.1503)
H (-12.3988, 16.2359, -32.8925)
H (-12.7015, 15.1278, -28.4312)
H (-11.1101, 15.2583, -28.6540)
C (-20.2687, 19.4221, -31.4171)
C (-19.9132, 18.3950, -30.3898)
C (-18.4002, 18.0180, -30.4727)
O (-18.2089, 17.1180, -31.5450)
C (-16.8930, 16.6232, -31.5707)
N (-20.3112, 18.9341, -29.1195)
H (-19.8539, 19.1927, -32.3986)
H (-19.8535, 20.3992, -31.1703)
H (-21.3512, 19.5455, -31.4504)
H (-20.4957, 17.5060, -30.6317)
H (-17.9896, 17.7018, -29.5138)
H (-17.8574, 18.9186, -30.7600)
H (-16.1241, 17.3631, -31.7928)
H (-16.8512, 15.8899, -32.3760)
H (-16.6551, 16.1717, -30.6076)
H (-20.2439, 18.1335, -28.5074)
H (-21.3104, 19.0756, -29.0765)
C (-15.5741, 13.0378, -22.4255)
C (-15.9924, 13.3901, -23.8840)
C (-16.4794, 14.8058, -24.0430)
O (-17.6362, 15.0818, -23.1137)
C (-18.0008, 16.4576, -23.1415)
N (-14.8475, 13.1133, -24.7453)
H (-16.3699, 13.3169, -21.7348)
H (-14.7610, 13.7156, -22.1654)
H (-15.2846, 11.9945, -22.3004)
H (-16.7981, 12.7011, -24.1376)
H (-16.6805, 14.9185, -25.1084)
H (-15.6356, 15.4385, -23.7678)
H (-18.9973, 16.5472, -22.7088)
H (-17.9566, 16.8165, -24.1697)
H (-17.2795, 17.0021, -22.5321)
H (-14.5585, 12.1621, -24.5666)
H (-15.1852, 13.0233, -25.6929)
C (-16.2476, 11.5336, -31.9990)
C (-16.9109, 10.1658, -31.9129)
C (-16.4221, 9.1182, -32.9957)
O (-16.6186, 9.6978, -34.2469)
C (-15.8006, 9.0336, -35.2891)
N (-16.7802, 9.5570, -30.5766)
H (-16.0455, 11.8717, -33.0154)
H (-15.2368, 11.5740, -31.5932)
H (-16.8087, 12.2555, -31.4056)
H (-17.9892, 10.2532, -32.0462)
H (-17.0862, 8.2546, -32.9574)
H (-15.3762, 8.8499, -32.8467)
H (-15.9233, 9.5284, -36.2526)
H (-16.2427, 8.0504, -35.4504)
H (-14.7299, 8.9856, -35.0909)
H (-16.9111, 8.5558, -30.5526)
H (-15.7838, 9.5940, -30.4153)
C (-10.7624, 19.6634, -30.7536)
C (-10.5949, 20.3059, -29.3449)
C (-11.0358, 21.7924, -29.4194)
O (-10.2254, 22.5424, -30.2973)
C (-9.0658, 23.1162, -29.6106)
N (-11.2843, 19.4851, -28.3371)
H (-10.5277, 18.6032, -30.8480)
H (-10.1275, 20.1554, -31.4905)
H (-11.7939, 19.6970, -31.1044)
H (-9.5575, 20.2705, -29.0122)
H (-11.1062, 22.2325, -28.4248)
H (-12.0441, 21.8876, -29.8224)
H (-8.3540, 23.7126, -30.1813)
H (-8.4730, 22.2999, -29.1978)
H (-9.4742, 23.7488, -28.8225)
H (-10.8925, 19.7824, -27.4549)
H (-10.9472, 18.5420, -28.4675)

E_HOMO (eV): -7.989
Charge: 0
E (a.u.): -4891.493884

---

Entry 2:
Formula: C24H17Cl3GeHgN3O5S
Source: the Open Molecules 2025 dataset
Level of theory: ωB97M-V/def2-TZVPD

Geometry (Å):
Hg (2.0440, -0.1167, -1.2750)
C (4.0422, 1.3383, 1.1027)
O (2.9174, 0.4826, 0.9937)
C (2.0757, 0.3494, 2.0478)
C (2.3339, 0.8771, 3.3076)
C (1.4418, 0.6681, 4.3484)
C (0.2890, -0.0715, 4.1321)
C (0.0331, -0.5857, 2.8714)
C (0.9112, -0.3825, 1.8156)
N (0.6709, -0.8399, 0.4712)
N (-0.3026, -1.6284, 0.3745)
C (-0.7998, -2.2242, -0.7404)
C (-0.3609, -2.0933, -2.0981)
O (0.5268, -1.3062, -2.5292)
C (-0.9880, -2.9464, -3.0935)
C (-1.9967, -3.7787, -2.7985)
C (-2.5193, -3.8843, -1.4654)
C (-3.6030, -4.7353, -1.1897)
C (-4.1080, -4.8487, 0.0807)
C (-3.5180, -4.1001, 1.1088)
C (-2.4572, -3.2637, 0.8553)
C (-1.9232, -3.1228, -0.4435)
H (4.7536, 0.9453, 1.8321)
H (3.7317, 2.3512, 1.3609)
H (4.5049, 1.3418, 0.1199)
H (3.2286, 1.4574, 3.4769)
H (1.6504, 1.0926, 5.3222)
H (-0.4193, -0.2362, 4.9339)
H (-0.8706, -1.1429, 2.6826)
H (-0.5827, -2.8693, -4.0939)
H (-2.4333, -4.4020, -3.5726)
H (-4.0357, -5.3032, -2.0067)
H (-4.9456, -5.5028, 0.2866)
H (-3.8997, -4.1819, 2.1197)
H (-2.0144, -2.6999, 1.6607)
Cl (2.9141, -3.7809, -1.4682)
Ge (3.9571, -1.8366, -1.4476)
Cl (5.5033, -2.1673, -2.9684)
Cl (5.1815, -2.0248, 0.3779)
O (1.4714, 5.4929, 0.8900)
S (0.7110, 4.2771, 0.8002)
O (0.1109, 3.7609, 1.9986)
N (1.5759, 3.1204, 0.0429)
C (1.0306, 2.7872, -1.1017)
O (1.4867, 1.9329, -1.9215)
C (-0.2348, 3.5211, -1.4372)
C (-1.0657, 3.3408, -2.5263)
C (-2.2195, 4.1148, -2.5954)
C (-2.5210, 5.0380, -1.5956)
C (-1.6836, 5.2051, -0.4972)
C (-0.5446, 4.4274, -0.4470)
H (-0.8122, 2.6122, -3.2859)
H (-2.8990, 3.9937, -3.4295)
H (-3.4240, 5.6314, -1.6712)
H (-1.9157, 5.9162, 0.2846)

E_HOMO (eV): -5.102
Charge: -1
E (a.u.): -5474.563258

---

Entry 3:
Formula: H36IO18
Source: the Open Molecules 2025 dataset
Level of theory: ωB97M-V/def2-TZVPD

Geometry (Å):
I (-0.3562, -0.2252, 0.0165)
O (-0.2586, -3.2061, 2.1272)
H (0.4295, -2.7184, 2.5800)
H (-0.5527, -2.6171, 1.4324)
O (-0.3786, 2.5116, -5.0154)
H (0.1709, 2.1022, -4.3471)
H (-0.8976, 3.1578, -4.5366)
O (1.0544, 0.7361, -3.5562)
H (1.8724, 0.2423, -3.6141)
H (1.0639, 1.1138, -2.6767)
O (3.0961, -1.8230, -0.8309)
H (2.9927, -2.7498, -0.6147)
H (2.4225, -1.3797, -0.3153)
O (-3.2352, 2.0079, 0.2140)
H (-2.4957, 1.6404, -0.2701)
H (-3.1384, 1.6598, 1.1004)
O (0.0060, -2.6577, -2.9162)
H (-0.6705, -3.1912, -2.4990)
H (0.1638, -1.9440, -2.2983)
O (-3.4285, -1.2843, -1.7647)
H (-3.0113, -2.1191, -1.9775)
H (-2.8575, -0.8921, -1.1041)
O (2.2686, 1.4244, 1.9609)
H (2.9423, 1.6670, 1.3257)
H (1.6853, 0.8374, 1.4798)
O (-3.8404, -0.3235, 4.7088)
H (-4.0953, -1.1831, 4.3735)
H (-3.2636, 0.0356, 4.0346)
O (1.3535, 2.6200, -1.1952)
H (0.8329, 1.9195, -0.8022)
H (1.0743, 3.4126, -0.7369)
O (4.3920, 0.8410, 0.1774)
H (5.0528, 0.5674, 0.8136)
H (4.3614, 0.1267, -0.4591)
O (-2.7299, 0.8980, -4.6927)
H (-2.2742, 0.5387, -3.9315)
H (-2.2251, 1.6761, -4.9294)
O (1.4821, -1.3905, 3.4022)
H (0.8183, -0.8326, 3.8075)
H (2.1046, -0.7774, 3.0112)
O (-0.5863, -0.3077, 4.9080)
H (-0.4731, 0.1468, 5.7428)
H (-1.4430, -0.7289, 4.9784)
O (3.7183, -0.2968, -2.9131)
H (3.4710, -0.7877, -2.1295)
H (4.6199, -0.5654, -3.0899)
O (2.0461, -4.7261, 2.0348)
H (1.1682, -4.3468, 2.0757)
H (2.3028, -4.6386, 1.1168)
O (-3.7107, 4.2227, -1.2542)
H (-3.3160, 4.6596, -0.4995)
H (-3.7455, 3.2990, -1.0056)
O (-2.3499, 1.0843, 2.7580)
H (-1.5174, 0.6152, 2.7011)
H (-2.1155, 1.9492, 3.0944)

E_HOMO (eV): -6.661
Charge: -1
E (a.u.): -1673.775954